68
Properties=species:S:1:pos:R:3:forces:R:3:lowdin_charge:R:1 method="wB97M-V/def2-TZVPD" s_squared=0.76 homo_ev="1.04 / -2.27" charge=-2 spin_multiplicity=2
Rb 0.043 0.180 -0.458 -0.6 0.6 0.1 0.7905
O 0.369 -1.136 1.678 -0.1 -0.3 0.5 -0.4277
N 0.598 -1.705 2.824 0.1 -0.3 0.2 -0.2534
C 0.464 -0.970 3.947 0.0 0.2 0.2 -0.0546
C 0.708 -1.465 5.204 0.0 0.0 0.0 -0.1035
C 1.117 -2.794 5.322 0.0 -0.1 -0.1 -0.1229
C 1.238 -3.554 4.184 0.0 0.2 0.2 -0.1395
C 0.969 -3.045 2.894 -0.1 0.0 -0.1 -0.7627
S 1.056 -3.996 1.503 0.0 -0.1 -0.3 0.5001
H 0.165 0.054 3.771 0.0 0.0 -0.1 0.1253
H 0.589 -0.824 6.066 0.0 0.1 0.0 0.0883
H 1.337 -3.222 6.293 0.0 0.0 0.0 0.0884
H 1.542 -4.589 4.237 0.0 0.0 -0.1 0.0813
C -2.478 -2.619 -0.271 0.0 -0.1 -0.2 -0.0293
C -2.586 -2.232 -1.719 0.1 0.1 0.1 -0.3305
C -3.552 -2.830 -2.552 -0.1 0.0 -0.3 -0.0277
C -3.651 -2.440 -3.859 0.0 0.0 0.2 -0.0479
C -2.795 -1.436 -4.361 0.2 0.1 0.2 -0.2095
C -2.852 -0.915 -5.669 -0.1 0.1 -0.4 -0.6409
Br -4.177 -1.540 -6.916 0.1 0.0 0.1 0.6575
C -1.998 0.077 -6.081 -0.1 -0.3 0.2 -0.2144
C -1.044 0.565 -5.200 0.2 0.3 0.0 -0.6100
Br 0.113 1.954 -5.809 -0.1 -0.1 0.0 0.6952
C -0.873 0.134 -3.857 0.2 0.2 -0.2 -0.4890
O -0.014 0.598 -3.074 -0.2 -0.1 -0.4 -0.2315
C -1.827 -0.911 -3.458 -0.3 -0.1 -0.3 -0.1469
N -1.754 -1.323 -2.176 -0.2 -0.1 0.1 0.0989
H -3.461 -2.885 0.123 0.0 0.0 0.1 0.0743
H -2.055 -1.798 0.301 0.0 0.0 0.1 0.0437
H -1.814 -3.477 -0.143 0.0 0.0 0.0 0.0712
H -4.219 -3.585 -2.154 0.0 0.0 0.0 0.1043
H -4.384 -2.883 -4.520 0.0 0.0 0.0 0.0650
H -2.068 0.483 -7.080 0.0 0.0 0.0 0.0820
C -5.907 1.911 -0.139 0.3 -0.1 0.0 -0.0859
C -5.049 1.971 -1.229 -0.3 0.0 0.0 -0.0669
C -3.727 1.597 -1.058 0.4 -0.1 0.0 -0.1297
N -3.214 1.208 0.109 -0.2 0.0 -0.1 0.0686
C -4.048 1.149 1.146 0.3 -0.1 0.0 -0.1440
C -5.391 1.474 1.073 -0.3 0.1 -0.1 -0.0816
H -6.947 2.199 -0.230 0.0 0.0 0.0 0.0972
H -5.401 2.294 -2.199 0.0 0.0 0.0 0.1013
H -3.036 1.604 -1.895 0.0 0.0 0.0 0.1124
H -3.610 0.822 2.083 0.0 0.0 0.0 0.1100
H -6.018 1.386 1.950 0.0 0.0 0.0 0.0949
C 3.580 -1.815 -1.014 0.0 -0.1 -0.1 -0.3377
As 3.098 -0.169 -0.041 1.1 -0.1 0.0 0.9763
C 4.325 -0.470 1.464 0.0 -0.1 0.1 -0.3161
C 4.305 0.983 -1.083 0.0 0.1 0.0 -0.3322
H 4.651 -2.017 -0.933 0.0 0.0 0.0 0.0102
H 3.323 -1.702 -2.070 0.0 0.0 0.0 0.0161
H 3.026 -2.662 -0.611 0.0 0.0 0.1 -0.0163
H 5.264 -0.889 1.097 0.0 0.0 0.0 0.0130
H 3.870 -1.176 2.161 0.0 0.0 0.0 0.0147
H 4.520 0.465 1.985 -0.1 0.0 0.0 0.0034
H 5.255 0.481 -1.283 0.0 0.0 0.0 0.0127
H 4.487 1.910 -0.541 -0.1 0.0 0.1 0.0014
H 3.825 1.231 -2.031 0.0 0.0 0.0 0.0163
Br 4.584 5.838 4.085 -0.1 0.1 0.1 0.4967
C 3.923 4.516 2.852 0.6 -0.1 0.0 -0.7520
C 3.430 3.282 3.347 -0.2 -0.1 0.0 -0.1908
C 2.726 2.477 2.486 -0.1 0.2 0.2 -0.2448
N 2.446 2.776 1.190 -0.2 -0.3 -0.2 -0.0370
C 2.885 3.994 0.763 0.0 0.2 0.2 -0.2337
C 3.589 4.888 1.531 -0.2 0.0 -0.1 -0.1985
H 3.627 2.975 4.367 0.0 -0.1 0.0 0.0692
H 2.354 1.513 2.828 0.1 0.0 0.0 0.0784
H 2.653 4.239 -0.271 0.0 0.0 0.0 0.0818
H 3.894 5.845 1.124 0.0 0.0 0.0 0.0682